1.
C32H42F4O11P3S | ωB97M-V/def2-TZVPD

Cartesian coordinates (Å):
C: 1.943 -0.378 0.595
C: 0.552 -0.706 1.460
C: 0.597 -2.194 2.147
C: 1.213 -3.381 1.200
C: 0.653 -3.407 -0.341
C: 2.002 -3.609 -1.309
S: 1.627 -4.430 -2.951
O: 2.972 -5.100 -3.433
O: 1.197 -3.450 -4.081
O: 0.511 -5.758 -2.818
O: 0.700 0.287 2.571
P: -0.121 1.801 2.141
C: 0.994 2.948 3.245
P: 2.304 3.900 2.230
O: 1.757 4.600 0.922
O: 3.727 2.894 1.913
O: 2.894 5.193 3.291
O: -1.130 1.212 0.815
C: -0.870 -0.244 0.729
P: -2.520 -0.970 1.400
O: -3.740 -0.033 1.002
O: -2.381 -0.900 3.169
O: -2.795 -2.615 0.858
H: 2.374 0.704 0.856
H: 1.687 -0.484 -0.553
H: 2.827 -1.126 0.875
H: -0.426 -2.569 2.586
H: 1.331 -2.103 3.084
H: 0.868 -4.411 1.694
H: 2.405 -3.413 1.251
H: 0.143 -2.418 -0.705
H: -0.124 -4.287 -0.556
H: 2.409 -2.530 -1.505
H: 2.792 -4.311 -0.755
H: 0.586 -6.002 -1.830
H: -1.138 1.705 3.162
H: -0.771 3.077 1.815
H: 0.769 2.176 1.068
H: 0.365 3.727 3.866
H: 1.584 2.259 4.009
H: 3.679 2.504 0.990
H: 2.931 6.060 2.790
H: -0.777 -0.382 -0.452
H: -3.173 -0.403 3.537
H: -3.751 -2.710 0.559
F: -5.635 -3.211 -0.790
C: -6.445 -2.151 -0.913
C: -7.412 -1.912 0.057
C: -8.252 -0.806 -0.068
C: -8.124 0.044 -1.170
C: -7.154 -0.208 -2.141
C: -6.307 -1.307 -2.010
H: -7.502 -2.587 0.902
H: -9.006 -0.605 0.690
H: -8.782 0.904 -1.269
H: -7.059 0.453 -3.000
H: -5.541 -1.513 -2.751
F: -7.814 -0.370 -5.163
C: -7.325 0.261 -6.238
C: -7.032 -0.468 -7.385
C: -6.527 0.190 -8.507
C: -6.311 1.569 -8.465
C: -6.603 2.292 -7.307
C: -7.118 1.635 -6.190
H: -7.199 -1.540 -7.396
H: -6.302 -0.370 -9.411
H: -5.913 2.081 -9.339
H: -6.430 3.365 -7.276
H: -7.359 2.183 -5.285
F: 4.125 -2.772 3.113
C: 4.284 -2.368 4.380
C: 3.297 -1.595 4.981
C: 3.460 -1.178 6.302
C: 4.615 -1.530 7.005
C: 5.603 -2.302 6.391
C: 5.434 -2.728 5.074
H: 2.410 -1.324 4.417
H: 2.690 -0.580 6.784
H: 4.744 -1.201 8.034
H: 6.503 -2.571 6.938
H: 6.188 -3.335 4.584
F: 5.046 3.025 -0.708
C: 6.145 3.791 -0.692
C: 6.647 4.243 0.523
C: 7.794 5.036 0.540
C: 8.420 5.379 -0.661
C: 7.906 4.925 -1.876
C: 6.765 4.122 -1.892
H: 6.142 3.973 1.445
H: 8.199 5.388 1.486
H: 9.312 6.001 -0.647
H: 8.392 5.196 -2.810
H: 6.357 3.753 -2.827

Gap between HOMO and LUMO (eV): 6.64
Total energy (eV): -105956.28979
HOMO level (eV): -4.88
Charge: -1

2.
C32H42FI3N3O2 | ωB97M-V/def2-TZVPD

Cartesian coordinates (Å):
C: -1.935 1.290 -4.533
C: -1.649 2.754 -3.938
I: -1.018 3.998 -5.646
C: -0.458 2.781 -2.807
N: -0.311 1.402 -2.265
C: 0.728 0.437 -2.689
C: 1.681 0.988 -3.886
C: 2.976 1.783 -3.356
C: 3.088 3.310 -3.846
C: 2.983 4.228 -2.499
N: 4.076 3.953 -1.523
C: 0.896 -0.996 -2.059
C: 2.100 -1.902 -2.540
C: 1.795 -2.920 -3.730
F: 3.318 -1.183 -2.952
C: -0.203 -1.368 -0.985
C: -0.275 -2.780 -0.325
I: 0.912 -4.521 -0.742
C: -1.367 -3.071 0.784
C: -1.489 -4.511 1.527
C: -0.288 -4.753 2.607
C: 0.623 -3.447 2.863
C: 1.760 -3.835 3.972
N: 2.807 -4.624 3.211
C: -2.422 -2.015 1.268
O: -3.379 -2.283 2.297
C: -3.487 -1.184 3.208
O: -4.564 -0.516 3.186
C: -2.360 -0.687 4.214
C: -2.515 -1.008 5.744
C: -1.463 -0.507 6.800
C: -0.199 0.328 6.407
C: -0.038 0.644 4.871
C: -1.098 0.147 3.815
C: -2.396 -0.641 0.570
C: -1.312 -0.351 -0.522
C: -1.304 1.062 -1.244
C: -2.491 2.033 -0.773
C: -1.970 2.717 0.625
C: -2.061 4.330 0.602
I: -2.291 4.949 2.707
H: -1.075 0.911 -5.209
H: -2.838 1.405 -5.253
H: -2.254 0.510 -3.759
H: -2.624 3.216 -3.568
H: 0.448 3.218 -3.335
H: -0.719 3.572 -1.999
H: 1.120 1.664 -4.624
H: 1.933 0.041 -4.506
H: 3.900 1.221 -3.759
H: 3.036 1.661 -2.206
H: 2.239 3.613 -4.563
H: 4.079 3.563 -4.357
H: 2.919 5.351 -2.747
H: 1.992 3.960 -1.955
H: 4.996 4.273 -1.853
H: 3.880 4.444 -0.626
H: 2.531 -2.395 -1.583
H: 2.488 -3.840 -3.609
H: 1.949 -2.445 -4.766
H: 0.723 -3.355 -3.719
H: -1.543 -5.359 0.738
H: -2.465 -4.601 2.129
H: 0.415 -5.529 2.109
H: -0.657 -5.156 3.609
H: 0.009 -2.538 3.191
H: 1.234 -3.147 1.925
H: 2.275 -2.852 4.271
H: 1.327 -4.402 4.863
H: 3.733 -4.172 3.294
H: 2.897 -5.574 3.597
H: -3.422 -1.585 6.130
H: -1.630 -0.755 7.908
H: 0.562 0.705 7.185
H: 0.889 1.254 4.584
H: -0.915 0.432 2.712
H: -3.187 0.122 0.921
H: -2.731 2.889 -1.484
H: -3.495 1.476 -0.622
H: -2.485 2.236 1.523
H: -0.841 2.467 0.730
H: -1.096 4.827 0.242
H: -2.994 4.643 0.020

Gap between HOMO and LUMO (eV): 6.70
Total energy (eV): -69429.16686
HOMO level (eV): -11.12
Charge: +1

3.
C32H42N9O6SSeSi2W | ωB97M-V/def2-TZVPD

Cartesian coordinates (Å):
W: -0.963 -0.148 -0.065
C: -1.366 -1.738 3.945
Si: -2.551 -0.722 2.905
C: -2.218 1.138 2.895
C: -4.384 -0.926 3.180
N: -2.112 -1.142 1.153
C: -2.416 -2.410 0.685
C: -2.959 -3.449 1.453
C: -3.219 -4.671 0.876
C: -2.935 -4.883 -0.473
C: -2.392 -3.873 -1.247
C: -2.136 -2.620 -0.693
N: -1.588 -1.500 -1.394
Si: -1.992 -1.545 -3.202
C: -1.642 0.160 -3.914
C: -0.877 -2.808 -4.062
C: -3.818 -1.934 -3.321
H: -0.849 -1.122 4.682
H: -0.616 -2.240 3.330
H: -1.899 -2.509 4.505
H: -2.918 1.634 3.572
H: -2.382 1.588 1.915
H: -1.219 1.394 3.250
H: -4.663 -0.348 4.064
H: -4.693 -1.955 3.366
H: -4.977 -0.552 2.343
H: -3.176 -3.299 2.501
H: -3.640 -5.466 1.476
H: -3.135 -5.847 -0.923
H: -2.161 -4.068 -2.285
H: -0.634 0.252 -4.316
H: -1.795 0.969 -3.207
H: -2.325 0.326 -4.752
H: -0.179 -3.329 -3.402
H: -0.318 -2.356 -4.883
H: -1.497 -3.580 -4.525
H: -4.387 -1.525 -2.483
H: -4.014 -3.007 -3.349
H: -4.226 -1.513 -4.241
O: -0.746 3.103 0.345
C: 0.105 2.483 0.916
O: 0.018 1.111 0.954
C: 1.312 3.043 1.553
C: 2.523 2.433 1.251
C: 3.681 2.893 1.839
C: 3.670 3.935 2.748
C: 2.449 4.522 3.029
C: 1.268 4.111 2.441
N: 2.402 5.620 4.033
O: 3.443 5.898 4.575
O: 1.319 6.128 4.217
N: 4.947 2.213 1.497
O: 5.919 2.488 2.146
O: 4.900 1.411 0.574
H: 2.580 1.615 0.547
H: 4.570 4.288 3.236
H: 0.343 4.611 2.698
Se: 0.688 -3.008 -0.510
N: 0.626 -1.442 0.445
C: 1.627 -1.513 1.365
C: 1.907 -0.593 2.394
C: 2.971 -0.838 3.222
C: 3.791 -1.989 3.095
C: 3.536 -2.918 2.134
C: 2.443 -2.702 1.258
N: 2.082 -3.561 0.309
H: 1.290 0.278 2.542
H: 3.184 -0.137 4.019
H: 4.606 -2.137 3.789
H: 4.117 -3.824 2.027
C: -3.052 4.099 -2.463
C: -3.874 3.277 -1.441
C: -3.144 2.110 -1.049
N: -2.502 1.203 -0.756
H: -3.583 5.028 -2.658
H: -2.939 3.560 -3.401
H: -2.069 4.338 -2.060
H: -4.843 2.989 -1.855
H: -4.058 3.872 -0.541
C: 3.667 2.022 -2.490
N: 3.213 0.666 -2.746
C: 4.118 -0.323 -3.349
C: 3.265 -1.600 -3.389
N: 1.969 -1.160 -2.819
C: 2.038 0.152 -2.484
S: 0.757 1.036 -1.755
H: 3.953 2.491 -3.432
H: 4.531 2.001 -1.826
H: 2.868 2.599 -2.033
H: 5.003 -0.433 -2.723
H: 4.440 0.019 -4.334
H: 3.681 -2.387 -2.763
H: 3.134 -1.987 -4.397
H: 1.128 -1.467 -3.285

Gap between HOMO and LUMO (alpha / beta) (eV): 6.03 / 5.61
Total energy (eV): -153297.35183
HOMO level (alpha / beta) (eV): -16.69 / -16.66
Charge: +3
Relative energy (zero: lowest compared OMol25 entry of this formula, charge and spin) (eV): 0.955

4.
C32H43AsN3OPtSi4 | ωB97M-V/def2-TZVPD

Cartesian coordinates (Å):
Pt: 0.502 0.683 0.664
C: 2.148 -5.243 1.917
C: 1.944 -5.260 0.544
C: 1.720 -4.077 -0.146
C: 1.716 -2.879 0.559
C: 1.909 -2.857 1.939
C: 2.126 -4.044 2.618
As: 1.663 -1.206 -0.368
C: 1.485 -1.596 -2.235
C: 0.362 -2.019 -2.924
C: 0.448 -2.218 -4.295
C: 1.647 -1.980 -4.955
C: 2.768 -1.551 -4.259
C: 2.697 -1.353 -2.887
C: 3.811 -0.898 -2.021
C: 5.100 -0.595 -2.438
C: 6.048 -0.183 -1.510
C: 5.730 -0.083 -0.161
C: 4.442 -0.376 0.269
C: 3.506 -0.780 -0.666
H: 2.323 -6.171 2.445
H: 1.967 -6.196 0.003
H: 1.557 -4.092 -1.216
H: 1.896 -1.920 2.488
H: 2.278 -4.031 3.689
H: -0.571 -2.202 -2.408
H: -0.419 -2.553 -4.849
H: 1.709 -2.130 -6.025
H: 3.692 -1.369 -4.791
H: 5.372 -0.677 -3.482
H: 7.046 0.067 -1.844
H: 6.482 0.220 0.554
H: 4.186 -0.298 1.319
N: 0.988 1.595 2.454
C: 0.682 1.450 3.585
C: 0.321 1.268 4.879
C: -0.358 2.303 5.586
N: -0.923 3.159 6.105
C: 0.560 -0.031 5.422
N: 0.733 -1.111 5.779
C: 2.370 2.458 -0.500
O: 1.506 1.383 -0.833
H: 2.951 2.677 -1.399
H: 3.085 2.190 0.282
H: 1.828 3.358 -0.201
C: -4.214 -0.806 1.115
Si: -2.376 -1.000 1.091
C: -1.544 -1.157 2.751
C: -1.849 -2.383 -0.030
Si: -1.612 1.207 0.037
Si: -1.974 1.837 -2.241
C: -1.913 3.696 -2.210
C: -3.665 1.190 -2.679
C: -0.664 1.158 -3.367
Si: -2.865 2.765 1.399
C: -2.144 4.473 1.163
C: -4.642 2.684 0.848
C: -2.662 2.196 3.153
H: -4.661 -1.785 1.317
H: -4.599 -0.459 0.154
H: -4.546 -0.120 1.892
H: -1.625 -2.185 3.119
H: -1.968 -0.499 3.507
H: -0.478 -0.930 2.669
H: -2.108 -3.341 0.433
H: -0.774 -2.378 -0.189
H: -2.351 -2.336 -0.999
H: -2.781 4.132 -1.715
H: -1.885 4.075 -3.235
H: -1.016 4.055 -1.702
H: -4.439 1.504 -1.976
H: -3.673 0.099 -2.728
H: -3.940 1.571 -3.667
H: 0.297 1.118 -2.854
H: -0.545 1.800 -4.245
H: -0.904 0.153 -3.710
H: -2.721 5.055 0.442
H: -1.107 4.455 0.826
H: -2.167 5.002 2.120
H: -4.758 2.892 -0.218
H: -5.200 3.450 1.396
H: -5.104 1.723 1.058
H: -1.644 1.875 3.342
H: -3.334 1.371 3.395
H: -2.875 3.010 3.851

Gap between HOMO and LUMO (eV): 5.45
Total energy (eV): -135987.99360
HOMO level (eV): -10.88
Charge: +1
Relative energy (zero: lowest compared OMol25 entry of this formula, charge and spin) (eV): 0.739

5.
C32H43Br5Cl5F4LiN2NaO10 | ωB97M-V/def2-TZVPD

Cartesian coordinates (Å):
C: 6.398 0.226 -2.409
C: 6.598 1.086 -3.638
O: 6.918 2.406 -3.390
C: 5.920 2.922 -2.521
C: 5.668 4.395 -2.713
O: 4.472 4.567 -3.454
C: 3.421 4.096 -2.644
O: 2.337 5.017 -2.665
C: 1.375 4.831 -1.711
O: 0.572 5.694 -1.549
C: 1.221 3.605 -0.779
C: 1.639 3.679 0.535
C: 1.512 2.601 1.346
N: 1.000 1.474 0.930
C: 0.570 1.322 -0.316
C: 0.014 0.000 -0.723
C: 0.780 -0.815 -1.512
C: 0.348 -2.050 -1.958
C: -0.994 -2.505 -1.559
C: -1.696 -1.660 -0.790
C: -1.233 -0.429 -0.363
C: 0.665 2.380 -1.225
C: 0.168 2.239 -2.643
C: -1.397 2.469 -2.620
H: 5.323 0.301 -2.189
H: 6.582 -0.836 -2.573
H: 6.905 0.631 -1.531
H: 5.642 1.014 -4.209
H: 7.354 0.622 -4.277
H: 6.290 2.756 -1.497
H: 5.004 2.320 -2.612
H: 6.508 4.785 -3.296
H: 5.695 4.950 -1.766
H: 3.122 3.094 -2.984
H: 3.823 4.063 -1.620
H: 2.089 4.585 0.918
H: 1.831 2.640 2.381
H: 0.945 0.673 1.557
H: 1.765 -0.471 -1.829
H: 0.959 -2.723 -2.639
H: -1.358 -3.470 -1.884
H: -2.686 -1.948 -0.454
H: -1.846 0.218 0.252
H: 0.590 2.978 -3.327
H: 0.349 1.253 -3.071
H: -1.725 2.448 -1.577
H: -1.650 3.436 -3.052
H: -1.914 1.669 -3.151
Br: 4.461 -1.921 -0.169
C: 5.659 -3.215 0.694
C: 7.098 -2.786 0.538
Br: 7.752 -3.138 -1.273
H: 5.448 -4.186 0.256
H: 5.373 -3.228 1.747
H: 7.749 -3.360 1.193
H: 7.245 -1.727 0.725
C: -7.648 -1.395 -4.191
C: -7.164 -1.446 -2.757
O: -6.362 -2.626 -2.521
C: -5.109 -2.564 -2.915
O: -4.582 -1.629 -3.447
C: -4.386 -3.863 -2.550
F: -5.088 -4.945 -2.867
F: -4.136 -3.930 -1.229
F: -3.201 -3.960 -3.176
H: -8.182 -2.310 -4.448
H: -8.313 -0.545 -4.335
H: -6.813 -1.301 -4.886
H: -8.011 -1.517 -2.080
H: -6.609 -0.549 -2.486
O: 3.042 -2.248 4.003
C: 4.073 -2.284 4.622
O: 5.175 -2.926 4.170
C: 6.210 -2.879 5.188
C: 5.854 -1.700 6.060
C: 4.337 -1.691 5.987
H: 6.195 -3.819 5.742
H: 7.183 -2.764 4.713
H: 6.246 -1.788 7.084
H: 6.249 -0.777 5.617
H: 3.894 -2.338 6.747
H: 3.932 -0.685 6.057
Cl: 2.865 -1.205 -2.115
Na: 1.494 -3.907 -1.878
C: -8.554 -1.424 1.431
Br: -9.043 -0.115 0.106
Br: -9.483 -3.091 1.166
Br: -6.638 -1.676 1.515
H: -8.864 -1.032 2.391
C: -6.923 -0.150 5.907
N: -7.464 0.489 4.677
O: -6.747 1.260 4.080
O: -8.598 0.188 4.356
H: -5.914 0.209 6.068
H: -7.571 0.130 6.733
H: -6.934 -1.225 5.748
F: 6.021 -2.941 8.435
Li: 2.353 -1.445 -3.869
C: -10.690 3.087 2.447
Cl: -11.161 1.421 2.815
Cl: -9.083 3.095 1.708
Cl: -11.862 3.794 1.328
Cl: -10.651 4.035 3.938

Gap between HOMO and LUMO (eV): 1.97
Total energy (eV): -485633.97249
HOMO level (eV): -7.11
Charge: +1